# 1
The following is a DFT calculation (ωB97M-V/def2-TZVPD) of a 5-piece molecular cluster, C20H43O9PS6Si overall in a non-equilibrium geometry.

Output
E_LUMO ... -0.40 eV
SMILES string ... C=C[Si@@](S)(CCO)[PH2]=S.O=S1(=O)CCCC1.O=S1(=O)CCCC1.O=S1(=O)CCCC1.O=S1(=O)CCCC1
HOMO energy ... -0.2873 Eh
Orbital gap ... 7.41 eV

Geometry (Å):
C (0.477, 2.920, -2.856)
C (1.568, 3.117, -2.062)
Si (1.689, 2.748, -0.245)
S (2.213, 4.625, 0.726)
C (0.109, 2.147, 0.572)
C (-0.729, 1.101, -0.175)
O (-0.178, -0.207, -0.190)
P (3.480, 1.432, 0.033)
S (3.131, -0.491, 0.027)
H (-0.435, 3.473, -2.643)
H (0.481, 2.195, -3.664)
H (2.460, 3.536, -2.537)
H (1.891, 4.321, 2.000)
H (0.316, 1.788, 1.580)
H (-0.533, 3.022, 0.701)
H (-0.975, 1.371, -1.199)
H (-1.687, 1.036, 0.361)
H (0.078, -0.394, 0.725)
H (4.337, 1.750, -1.052)
H (4.192, 1.869, 1.174)
C (3.162, -4.668, -3.824)
C (2.558, -3.284, -3.559)
C (1.633, -3.413, -2.340)
S (2.289, -4.759, -1.352)
O (1.330, -5.840, -1.345)
O (2.849, -4.236, -0.131)
C (3.621, -5.190, -2.466)
H (3.987, -4.620, -4.533)
H (2.398, -5.332, -4.239)
H (3.358, -2.574, -3.338)
H (2.021, -2.911, -4.423)
H (1.620, -2.502, -1.743)
H (0.618, -3.678, -2.634)
H (3.782, -6.266, -2.444)
H (4.516, -4.669, -2.125)
C (-0.050, 3.563, 6.952)
C (-0.225, 2.062, 6.695)
C (-0.536, 1.887, 5.206)
S (0.238, 3.268, 4.367)
O (-0.787, 4.097, 3.784)
O (1.353, 2.790, 3.575)
C (0.859, 4.073, 5.837)
H (0.378, 3.759, 7.934)
H (-1.021, 4.061, 6.901)
H (0.702, 1.540, 6.943)
H (-1.016, 1.638, 7.309)
H (-0.128, 0.958, 4.812)
H (-1.605, 1.937, 5.013)
H (0.824, 5.152, 5.703)
H (1.888, 3.746, 5.984)
C (-0.310, -2.026, -7.969)
C (0.495, -1.263, -9.029)
C (1.953, -1.217, -8.551)
S (2.192, -2.677, -7.533)
O (2.444, -2.259, -6.173)
O (3.068, -3.600, -8.208)
C (0.508, -3.271, -7.640)
H (-1.305, -2.286, -8.326)
H (-0.424, -1.408, -7.075)
H (0.436, -1.793, -9.981)
H (0.104, -0.260, -9.188)
H (2.657, -1.246, -9.379)
H (2.146, -0.344, -7.931)
H (0.227, -3.741, -6.700)
H (0.467, -3.998, -8.450)
C (-5.326, 0.250, 4.392)
C (-5.571, -0.605, 5.642)
C (-4.756, 0.013, 6.786)
S (-4.616, 1.763, 6.410)
O (-3.225, 2.071, 6.159)
O (-5.393, 2.525, 7.352)
C (-5.472, 1.700, 4.843)
H (-6.025, 0.009, 3.593)
H (-4.314, 0.076, 4.018)
H (-6.633, -0.585, 5.894)
H (-5.293, -1.645, 5.481)
H (-5.247, -0.102, 7.749)
H (-3.750, -0.401, 6.832)
H (-5.028, 2.417, 4.156)
H (-6.515, 1.954, 5.029)

Force components x, y, z for each atom (eV/Å):
0.23 -0.01 0.66
-0.16 0.91 0.08
-0.99 2.19 0.71
0.07 0.05 -0.03
-0.09 -0.50 -0.77
-0.61 -0.41 0.79
0.10 0.35 0.10
0.45 -1.11 -0.40
-0.05 -0.22 0.16
-0.75 -1.41 0.82
0.39 1.25 -1.25
0.80 -1.95 -0.36
0.08 -0.23 -0.23
0.16 0.00 0.04
0.18 0.23 0.01
0.26 0.06 -0.10
-0.12 0.19 -0.11
0.20 -0.19 -0.38
-0.02 0.45 0.34
-0.14 0.31 -0.24
-0.07 0.08 0.01
-0.14 -0.13 0.34
0.08 0.30 -0.27
0.14 0.30 -0.14
0.03 -0.01 0.19
-0.19 -0.26 0.16
0.13 -0.10 -0.36
-0.02 0.00 -0.02
0.04 -0.04 0.01
-0.01 0.00 0.01
0.06 -0.09 0.39
-0.05 -0.10 0.15
0.00 -0.12 0.10
-0.06 0.00 0.15
-0.03 0.02 0.07
-0.11 -0.05 -0.04
0.13 0.00 0.07
0.03 -0.35 0.05
0.02 -0.19 0.46
0.15 -0.03 -0.27
-0.11 0.19 -0.19
0.02 0.13 0.33
0.01 0.02 -0.01
0.00 0.00 -0.01
0.02 0.03 -0.03
-0.05 0.02 -0.05
0.06 0.09 -0.15
0.25 0.12 -0.06
0.00 -0.02 -0.16
0.00 -0.02 -0.08
0.07 0.09 0.00
-0.03 -0.06 0.01
-0.20 0.28 -0.24
-0.12 -0.05 -0.24
0.19 0.12 -0.74
0.13 0.03 0.23
-0.36 0.06 0.01
0.00 -0.01 0.01
-0.01 -0.03 0.02
0.01 -0.02 0.01
0.02 0.00 0.00
0.12 -0.06 0.10
0.05 -0.08 0.09
0.15 -0.03 0.02
0.07 -0.02 0.01
0.07 -0.05 0.10
-0.03 0.04 -0.05
-0.08 -0.39 -0.05
-0.39 -0.05 -0.08
-0.41 0.10 0.33
0.27 0.11 0.05
-0.04 -0.16 -0.34
0.01 0.01 -0.01
-0.01 0.03 -0.03
0.00 0.02 0.00
0.01 0.00 0.02
0.08 0.13 0.06
0.04 0.10 0.00
0.05 0.09 0.13
0.02 0.04 0.07

Results of the Mulliken charge analysis, in e, for atoms 1 through 2: -0.69, -0.32

# 2
The following is a DFT calculation (ωB97M-V/def2-TZVPD) of C16H9BrCl5CoN3O2 as an isolated structure.

Output
E_LUMO (alpha / beta) ... -4.32 / -4.32 eV
HOMO energy (alpha / beta) ... -0.4489 / -0.4489 Eh
Orbital gap (alpha / beta) ... 7.89 / 7.89 eV
Net charge ... +1

Geometry (Å):
Co (0.838, -0.306, -0.091)
Cl (-2.650, 0.812, 0.116)
C (-1.873, -0.196, 1.270)
C (-0.558, -0.573, 1.113)
C (0.028, -1.392, 2.040)
Cl (1.687, -1.755, 1.588)
C (-0.609, -1.884, 3.160)
Cl (0.211, -2.906, 4.253)
C (-1.943, -1.501, 3.331)
Cl (-2.804, -2.065, 4.696)
C (-2.569, -0.668, 2.394)
Cl (-4.203, -0.220, 2.622)
Br (0.925, -2.156, -5.286)
C (0.380, -2.495, -3.526)
C (-0.285, -3.663, -3.188)
C (-0.668, -3.848, -1.870)
C (-0.374, -2.877, -0.934)
N (0.272, -1.755, -1.267)
C (0.635, -1.558, -2.542)
H (-0.500, -4.408, -3.942)
H (-1.194, -4.741, -1.565)
H (-0.657, -2.987, 0.102)
H (1.122, -0.622, -2.783)
C (0.041, 3.898, -1.611)
N (0.757, 3.285, -0.490)
C (1.415, 4.026, 0.491)
C (2.040, 3.450, 1.524)
C (2.049, 1.992, 1.696)
O (2.570, 1.388, 2.600)
N (1.379, 1.333, 0.657)
C (0.780, 1.960, -0.347)
O (0.227, 1.123, -1.163)
H (0.235, 4.966, -1.595)
H (-1.028, 3.719, -1.517)
H (0.396, 3.480, -2.550)
H (1.381, 5.096, 0.347)
H (2.544, 4.047, 2.269)

Force components x, y, z for each atom (eV/Å):
-0.12 -0.28 0.19
0.01 0.01 -0.01
-0.03 0.00 0.02
0.03 0.05 0.07
0.04 0.01 0.05
-0.04 0.04 -0.04
-0.01 0.00 0.00
0.00 0.01 0.00
0.01 0.00 -0.01
0.00 0.00 0.00
0.00 0.01 0.01
0.01 0.00 -0.01
0.00 0.00 -0.01
-0.02 -0.01 0.03
0.01 0.00 -0.02
-0.01 0.00 0.01
0.05 -0.02 0.03
0.09 0.18 -0.19
-0.06 -0.02 -0.04
0.00 0.00 0.00
0.00 0.00 0.00
0.00 -0.01 0.00
0.01 0.00 0.02
0.00 -0.01 0.00
-0.01 -0.03 0.03
0.01 -0.03 0.01
-0.06 0.01 0.02
0.05 -0.02 -0.04
-0.05 0.00 0.03
0.08 0.09 -0.01
-0.01 0.07 0.03
0.02 -0.05 -0.17
0.00 0.00 0.00
0.00 0.00 0.00
0.00 0.00 0.00
0.01 0.00 0.00
0.00 0.01 0.00

Results of the natural (NBO) charge analysis, in e, for atoms 1 through 2: 1.03, 0.07

# 3
The following is a DFT calculation (ωB97M-V/def2-TZVPD) of a 2-piece molecular cluster, C9H12N3 overall in a non-equilibrium geometry.

Output
E_LUMO ... -4.60 eV
HOMO energy ... -0.4885 Eh
Energy relative to the best compared isomer or geometry (same formula, charge and spin) ... 106.4 kcal/mol
Orbital gap ... 8.70 eV
Net charge ... +1

Geometry (Å):
C (2.460, 1.351, 1.632)
C (0.365, 1.099, 0.342)
C (2.193, 0.333, -0.607)
C (1.683, 1.002, 0.517)
C (-2.087, 1.638, -1.404)
C (-1.119, 0.773, -1.673)
C (-0.001, -1.463, 1.831)
C (-1.182, -1.885, -0.398)
C (-0.934, -1.205, 0.707)
N (3.053, 1.718, 2.537)
N (1.187, 0.225, -1.444)
N (0.050, 0.635, -0.898)
H (-0.350, 1.405, 1.060)
H (3.323, 0.026, -0.730)
H (-3.008, 1.500, -1.886)
H (-2.056, 2.447, -0.690)
H (-1.297, -0.078, -2.329)
H (-0.525, -1.396, 2.804)
H (0.566, -2.399, 1.651)
H (0.563, -0.532, 1.992)
H (-0.480, -2.562, -0.823)
H (1.174, -0.414, -2.239)
H (-1.910, -1.648, -1.016)
H (-1.668, -0.569, 1.065)

Force components x, y, z for each atom (eV/Å):
-0.13 0.35 0.40
-1.94 0.46 -1.49
2.90 0.51 0.89
2.46 -1.02 -0.63
1.10 -0.09 0.46
-1.20 -0.55 0.28
0.47 0.25 0.15
3.66 -0.64 2.22
-0.61 -2.31 1.07
0.40 0.06 0.51
0.72 -1.63 -1.46
0.51 1.93 1.02
-0.75 0.51 0.10
-2.80 0.44 -0.25
-1.02 -0.02 -0.82
0.32 0.02 0.14
0.27 0.42 -0.09
-0.19 -1.03 -0.54
0.08 0.84 0.65
0.79 -0.82 -0.18
0.53 -0.93 0.11
-0.17 0.48 -0.04
-3.71 1.06 -2.49
-1.70 1.73 0.00

Results of the natural (NBO) charge analysis, in e, for atoms 1 through 2: 0.22, 0.11

Calculated energy in order - -122039.7193 -195578.9565 -13986.8302 eV